The following is a quantum chemistry calculation of C37H54AuBrN5O3SSi2 as an isolated structure, from the Open Molecules 2025 dataset.

The geometry in XYZ format:
```
104
Properties=species:S:1:pos:R:3:forces:R:3:mulliken_charge:R:1
Au 0.61042 0.42492 -0.35300 -0.712 -0.115 -0.341 0.798
N -4.51426 4.23895 -5.14151 0.046 0.070 0.040 -0.514
C -4.03275 3.69329 -3.97429 -0.012 0.018 -0.057 0.853
C -4.82559 3.66358 -2.82255 -0.014 -0.013 0.052 -0.836
C -4.33519 3.13345 -1.64557 0.019 -0.037 -0.056 -0.870
C -3.03796 2.64200 -1.59890 -0.040 0.006 -0.022 0.424
C -2.23409 2.67433 -2.73015 -0.061 0.002 -0.009 -0.416
C -2.72650 3.19250 -3.91014 0.014 -0.018 -0.013 -0.806
S -2.41807 2.05323 -0.07019 0.103 0.109 0.293 0.694
O -1.52824 3.04656 0.47230 0.023 -0.212 0.031 -0.134
O -3.50785 1.60907 0.74430 -0.038 -0.015 -0.083 -0.747
N -1.43947 0.79110 -0.45530 0.006 -0.101 -0.383 -0.164
C -1.92307 -0.24555 -1.21394 0.030 0.098 0.244 0.598
N -0.96008 -1.12919 -1.51717 0.231 -0.023 0.095 0.092
C -1.31330 -2.21763 -2.19065 0.164 -0.068 -0.018 -0.292
C -2.61640 -2.42731 -2.59203 -0.054 0.053 0.000 -0.873
C -3.52290 -1.42352 -2.27171 0.020 -0.020 -0.034 -0.542
N -3.19096 -0.33688 -1.58994 -0.120 -0.035 0.036 -0.463
H -5.50394 4.38880 -5.22473 0.003 -0.027 -0.020 0.210
H -4.03187 4.03812 -5.99939 -0.029 -0.017 0.009 0.219
H -5.83553 4.05223 -2.86037 -0.015 -0.007 0.002 0.350
H -4.95547 3.08010 -0.76159 -0.019 0.011 0.006 0.555
H -1.22449 2.28284 -2.69125 0.007 -0.003 -0.010 0.434
H -2.10303 3.21851 -4.79559 0.013 -0.020 -0.004 0.341
H -0.52664 -2.93031 -2.40661 0.006 -0.011 -0.018 0.487
H -2.90695 -3.31198 -3.13637 -0.010 -0.010 -0.003 0.447
H -4.56076 -1.48849 -2.57850 -0.010 -0.032 0.001 0.489
C 2.38382 0.69617 -3.08933 -0.116 0.102 0.056 -0.962
Si 3.56639 0.05808 -1.80784 -0.073 -0.001 -0.038 0.400
C 4.84736 1.33744 -1.39121 0.089 -0.025 0.078 -0.792
C 4.31450 -1.54437 -2.39888 -0.063 -0.093 0.062 -1.174
N 2.54710 -0.33055 -0.34718 0.017 0.042 0.023 -0.186
C 2.95116 -1.13734 0.63670 0.155 0.096 0.036 0.577
C 4.34248 -1.34234 0.91313 -0.043 -0.067 -0.087 -0.414
C 4.75942 -2.22130 1.86801 -0.051 -0.026 0.061 -0.899
C 3.81615 -2.95794 2.60981 0.048 0.035 -0.069 -0.548
C 2.46186 -2.77267 2.40569 -0.011 -0.025 0.007 -0.330
C 2.02306 -1.86761 1.45624 -0.006 -0.007 0.043 -0.209
O 0.71017 -1.62891 1.25617 0.002 0.075 -0.105 -0.081
C -0.20930 -2.67496 1.15923 -0.024 -0.023 0.169 0.417
C -1.48214 -2.41274 1.62670 -0.060 0.029 0.026 -0.445
C -2.45100 -3.39709 1.50186 -0.001 -0.041 -0.022 -0.654
C -2.13882 -4.62198 0.92537 0.045 0.020 -0.009 -0.600
C -0.85519 -4.85496 0.45083 -0.032 0.026 0.007 -0.775
C 0.12167 -3.87375 0.55713 0.043 -0.046 -0.068 0.081
H 2.11345 1.73671 -2.89951 -0.034 0.006 -0.006 0.071
H 2.85438 0.64316 -4.07395 0.030 -0.002 -0.001 0.511
H 1.46616 0.10382 -3.12698 0.008 -0.026 -0.054 0.245
H 5.00887 1.97172 -2.26581 0.023 0.009 0.002 0.442
H 5.80844 0.89958 -1.11726 0.010 0.006 0.006 0.505
H 4.51145 1.97531 -0.57614 0.001 0.024 0.010 -0.019
H 5.24863 -1.35217 -2.92992 -0.005 0.012 -0.029 0.361
H 3.63393 -2.04456 -3.09008 0.001 -0.019 -0.005 0.342
H 4.53109 -2.23791 -1.58603 0.050 -0.012 -0.023 0.400
H 5.06415 -0.75962 0.35714 0.006 0.001 0.005 0.383
H 5.81482 -2.34626 2.06405 0.013 -0.013 0.003 0.463
H 4.15153 -3.67162 3.34945 0.004 0.030 0.039 0.436
H 1.72989 -3.32378 2.98068 0.003 -0.009 -0.006 0.573
H -1.70603 -1.45121 2.07049 0.006 0.011 -0.001 0.405
H -3.45215 -3.20822 1.86477 -0.001 0.020 0.004 0.477
H -2.89325 -5.39260 0.84947 -0.009 -0.001 -0.024 0.446
H -0.60736 -5.80175 -0.01002 -0.006 -0.013 0.000 0.417
H 1.11856 -4.03738 0.16675 0.005 -0.023 0.039 0.524
C 0.38374 7.55631 -1.24974 -0.062 -0.065 0.002 -1.962
C 0.07129 6.10730 -0.82197 -0.027 -0.057 -0.054 3.267
C -1.29476 6.10400 -0.11838 0.032 0.045 0.003 -1.748
C -0.05769 5.20946 -2.06513 -0.015 0.097 0.059 -1.598
Si 1.46342 5.49979 0.31049 0.151 -0.976 -0.162 -2.559
Br 1.57077 2.87139 -0.05172 0.255 0.729 0.148 -0.146
C 1.18866 5.58445 2.17256 0.014 -0.002 0.094 2.761
C 2.39492 5.02893 2.94207 -0.023 0.093 -0.023 -1.838
C -0.05932 4.79814 2.61540 0.041 0.056 -0.006 -1.601
C 1.01398 7.07556 2.53710 -0.013 -0.086 0.015 -1.558
C 3.24493 5.77113 -0.32674 -0.012 0.063 0.012 2.723
C 3.31746 5.58861 -1.85174 0.051 0.060 0.082 -1.756
C 3.62732 7.22399 0.03376 0.019 -0.060 -0.076 -1.705
C 4.31228 4.84452 0.28155 -0.006 0.173 -0.004 -1.494
H -0.43545 7.90277 -1.88542 -0.010 0.030 0.010 0.534
H 1.30330 7.64724 -1.82317 0.012 0.010 -0.047 0.372
H 0.44632 8.23443 -0.39563 -0.017 0.014 0.006 0.369
H -2.04976 6.40722 -0.84984 -0.005 0.042 -0.003 0.644
H -1.33578 6.81438 0.70685 -0.015 0.031 0.010 0.324
H -1.56338 5.11685 0.24685 -0.010 0.074 -0.042 0.100
H -0.90782 5.55680 -2.65936 0.009 0.026 -0.007 0.674
H -0.25420 4.18001 -1.77420 -0.043 0.033 -0.017 -0.126
H 0.82573 5.22709 -2.69892 0.050 -0.007 -0.035 0.190
H 2.61449 3.99645 2.66781 0.004 -0.026 0.019 0.250
H 2.16649 5.05642 4.01055 -0.002 -0.017 0.006 0.638
H 3.28912 5.62984 2.78844 0.036 0.017 0.017 0.342
H -0.12659 3.81459 2.15466 0.031 -0.002 0.061 0.062
H -0.97927 5.32890 2.38690 -0.033 -0.008 -0.014 0.370
H -0.01284 4.66582 3.69945 -0.018 0.039 0.017 0.612
H 1.91502 7.66018 2.35034 0.022 0.013 0.022 0.310
H 0.78951 7.14402 3.60477 0.000 0.030 0.011 0.511
H 0.18996 7.54386 1.99858 -0.040 0.004 0.021 0.295
H 2.68090 6.28221 -2.39486 -0.031 -0.003 -0.037 0.371
H 3.05572 4.57032 -2.14328 -0.006 -0.017 -0.021 0.042
H 4.34652 5.77661 -2.17103 0.001 -0.007 -0.012 0.644
H 2.94118 7.96288 -0.37915 0.005 0.031 -0.016 0.314
H 4.62069 7.43042 -0.37435 0.006 0.030 0.001 0.510
H 3.68021 7.37469 1.11198 0.032 -0.015 0.021 0.346
H 4.03088 3.80000 0.22520 0.008 -0.073 -0.003 -0.157
H 4.53030 5.08233 1.31738 0.018 0.006 0.053 0.285
H 5.23758 4.97508 -0.28694 0.015 0.022 0.021 0.664
```
Positions in Å, forces in eV/Å.

Output
HOMO-LUMO gap (alpha / beta), eV: 8.3 / 5.1
Charge: +1
<S²>: 2.04
Multiplicity: 3
Highest occupied orbital energy (alpha / beta), eV: -10.07 / -10.06
LUMO energy (alpha / beta), hartree: -0.064 / -0.181